{"formula": "C11H14BN7W", "method": "ωB97M-V/def2-TZVPD", "orbital_gap_ev": [6.934, 3.506], "relative_energy_kcal_mol": 138.5, "homo_ev": [-15.945, -15.943], "spin_multiplicity": 3, "charge": 2, "elements": ["H", "N", "B", "N", "C", "W", "H", "C", "H", "C", "H", "C", "H", "H", "H", "N", "N", "N", "N", "C", "C", "H", "H", "C", "C", "C", "C", "H", "H", "H", "H", "H", "N", "C"], "xyz": [[0.96490, 3.30721, 1.73129], [0.53940, 1.76421, 0.35879], [0.16300, 0.34331, -1.70401], [0.53960, 1.67521, -0.99641], [0.90020, 2.87031, -1.53191], [0.00000, 0.00001, 1.50909], [0.95750, 2.99401, -2.61281], [1.14160, 3.76301, -0.48761], [1.44850, 4.80511, -0.56331], [0.90000, 3.01651, 0.68299], [0.22510, 0.47551, -2.90441], [-0.51920, -1.70179, 2.55939], [-0.49460, -1.54539, 3.64959], [0.18150, -2.51549, 2.29879], [-1.53830, -2.01139, 2.26539], [-1.27790, -0.05289, -1.28001], [1.14620, -0.76329, -1.23291], [-1.58270, -0.24589, 0.02879], [1.25160, -1.07649, 0.08379], [-2.38820, -0.23869, -2.04001], [2.00700, -1.52679, -1.95461], [-2.33970, -0.12519, -3.12261], [2.06620, -1.41649, -3.03691], [-3.44810, -0.56369, -1.19361], [2.69300, -2.36359, -1.07431], [-2.88820, -0.55319, 0.09949], [2.18130, -2.03879, 0.19799], [-4.47940, -0.77519, -1.47271], [3.45620, -3.10079, -1.31851], [-3.34990, -0.74499, 1.06809], [2.43150, -2.43939, 1.18049], [-0.88820, 0.78511, 2.53349], [0.00000, 0.00001, 4.76999], [0.00000, 0.00001, 3.50909]], "lowdin_spin": [0.00, 0.02, 0.01, 0.03, 0.00, 0.93, 0.00, 0.02, 0.00, 0.01, 0.00, 0.02, 0.01, 0.01, 0.00, 0.03, 0.20, 0.01, 0.08, 0.01, 0.06, 0.00, 0.00, 0.02, 0.40, 0.02, 0.19, 0.00, 0.01, 0.00, 0.00, 0.00, -0.10, 0.01]}

=====

{"formula": "C11H14BeCeClN2O6", "method": "ωB97M-V/def2-TZVPD", "orbital_gap_ev": [3.930, 6.319], "homo_ev": [0.012, -2.144], "spin_multiplicity": 2, "charge": -2, "elements": ["Ce", "Cl", "C", "C", "H", "H", "H", "H", "H", "H", "Be", "C", "C", "H", "H", "H", "H", "H", "O", "C", "O", "C", "C", "C", "C", "C", "C", "N", "O", "O", "N", "O", "O", "H", "H", "H"], "xyz": [[0.94976, -0.38492, -1.92322], [2.50825, -2.43309, -1.95718], [2.36379, 1.19785, -2.98226], [-0.21613, -0.94284, -3.86802], [1.97067, 1.40636, -3.98470], [2.34284, 2.11372, -2.36917], [3.37629, 0.79412, -3.03882], [0.06927, -0.22029, -4.66912], [-1.31126, -0.87227, -3.67260], [0.05354, -1.97598, -4.17612], [-0.95547, 0.61824, 0.52129], [-1.89247, -0.84395, 0.74011], [-0.76969, 1.24944, -1.03599], [-2.88472, -0.60461, 0.32679], [-1.58041, -1.80327, 0.30920], [-2.03606, -1.02407, 1.82027], [-1.57450, 1.13753, -1.80831], [-0.35473, 2.25649, -1.23400], [-1.09585, 1.68597, 1.74677], [-0.00421, 1.14694, 2.16617], [0.59531, 0.38898, 1.29848], [0.46326, 1.26118, 3.59041], [1.76760, 0.86849, 3.90578], [2.14756, 0.72457, 5.25327], [1.21409, 0.88836, 6.29399], [-0.08949, 1.26853, 5.95850], [-0.45392, 1.52163, 4.62259], [-1.09956, 1.30856, 6.97648], [-0.75768, 1.00624, 8.13900], [-2.27081, 1.59971, 6.65042], [3.49711, 0.37408, 5.58303], [4.30804, 0.25553, 4.63898], [3.82839, 0.21989, 6.77509], [2.51463, 0.69480, 3.12976], [1.48466, 0.72343, 7.33132], [-1.43591, 1.89275, 4.36153]], "lowdin_spin": [0.00, 0.00, 0.00, 0.00, 0.00, 0.00, 0.00, 0.00, 0.00, 0.00, 0.00, 0.00, 0.00, 0.00, 0.00, 0.00, 0.00, 0.00, 0.01, 0.01, 0.01, 0.02, -0.03, 0.06, 0.25, 0.06, -0.03, 0.11, 0.06, 0.14, 0.11, 0.15, 0.06, 0.00, 0.02, 0.00]}

=====

{"formula": "C11H14Cl2N", "method": "ωB97M-V/def2-TZVPD", "orbital_gap_ev": [5.921, 6.356], "homo_ev": [-9.016, -13.309], "spin_multiplicity": 3, "charge": 1, "elements": ["C", "C", "C", "C", "C", "C", "C", "C", "C", "C", "C", "N", "Cl", "Cl", "H", "H", "H", "H", "H", "H", "H", "H", "H", "H", "H", "H", "H", "H"], "xyz": [[-2.04860, -2.34336, -0.13388], [-1.93742, -1.29862, 0.78562], [-1.04953, -2.40823, -1.12489], [-0.89199, -0.34830, 0.69677], [-0.16038, -1.39361, -1.34396], [0.08275, -0.47537, -0.28964], [1.17963, 0.54112, -0.40057], [0.50241, 1.92761, -0.09466], [2.26102, -0.21193, 1.87619], [-0.67972, 2.48926, -0.40040], [2.57218, -0.07141, 0.42971], [-1.80385, 1.67103, -0.84267], [2.85987, -1.55879, -0.44445], [3.78639, 1.09895, -0.01567], [-2.73078, -3.10571, -0.13368], [-2.71190, -1.02063, 1.62933], [-1.11964, -3.26054, -1.82895], [-0.93367, 0.42400, 1.46373], [0.53442, -1.43826, -2.18206], [1.53002, 0.78502, -1.35297], [1.21291, 2.68040, 0.14566], [1.36713, 0.25317, 2.07052], [2.99762, 0.28669, 2.37982], [2.10753, -1.19395, 2.22394], [-0.78767, 3.54022, -0.35860], [-1.87624, 1.48198, -1.84272], [-2.70348, 2.18504, -0.70899], [-1.55901, 0.76423, -0.20252]], "lowdin_spin": [0.47, 0.13, 0.21, 0.25, 0.14, 0.50, 0.05, 0.02, 0.01, 0.00, 0.06, 0.05, 0.02, 0.02, 0.03, 0.00, 0.01, 0.01, 0.00, 0.00, 0.00, 0.00, 0.00, 0.00, 0.00, 0.00, 0.00, 0.03]}

=====

{"formula": "C11H14ClN2O6S2", "method": "ωB97M-V/def2-TZVPD", "orbital_gap_ev": 8.790, "homo_ev": -6.187, "charge": -1, "elements": ["C", "C", "O", "N", "C", "S", "O", "O", "N", "S", "O", "O", "C", "C", "O", "Cl", "H", "H", "H", "H", "H", "H", "H", "H", "C", "C", "C", "C", "C", "C", "H", "H", "H", "H", "H", "H"], "xyz": [[6.69807, -0.63621, 0.86615], [6.47980, 0.82182, 0.47207], [7.37449, 1.56697, 0.56751], [5.21795, 1.35321, -0.01252], [4.94522, 1.02671, -1.42609], [3.92480, 1.00753, 1.01105], [4.28070, 1.55369, 2.28424], [3.60762, -0.41161, 1.07644], [2.67487, 1.86875, 0.36220], [1.25193, 1.39369, 0.99249], [1.26965, 1.00966, 2.37435], [0.31846, 2.48006, 0.81618], [0.67582, 0.03866, -0.07469], [-0.59893, -0.63055, 0.44449], [-0.65177, -1.31374, 1.35468], [-2.12315, -0.30774, -0.50400], [7.06996, -1.22921, 0.01716], [7.50020, -0.63692, 1.61744], [5.83018, -1.11723, 1.33146], [4.12603, 0.31009, -1.57444], [5.83922, 0.66001, -1.95450], [4.67786, 1.96886, -1.92870], [0.46192, 0.47875, -1.05660], [1.47236, -0.71218, -0.17163], [-7.65212, -1.07793, 0.54931], [-8.22716, -1.08097, -0.71460], [-7.43646, -0.87732, -1.83747], [-6.06883, -0.67980, -1.69656], [-5.49269, -0.68018, -0.43310], [-6.28536, -0.87520, 0.68997], [-8.26959, -1.23362, 1.42582], [-9.29313, -1.24155, -0.82447], [-7.88594, -0.87324, -2.82331], [-5.45093, -0.52541, -2.57287], [-4.42432, -0.52766, -0.32308], [-5.83673, -0.87020, 1.67565]], "nbo_charge": [-0.74, 0.73, -0.51, -0.73, -0.42, 2.39, -0.95, -1.00, -1.20, 2.30, -0.95, -0.98, -0.80, 0.61, -0.46, -0.17, 0.23, 0.23, 0.26, 0.21, 0.20, 0.22, 0.25, 0.28, -0.22, -0.22, -0.22, -0.20, -0.21, -0.21, 0.21, 0.20, 0.21, 0.21, 0.23, 0.22]}

=====

Going through the records in order, we get E_tot values of -24543.700; -52746.954; -38155.689; -61092.603 eV.